[1]
Density functional theory data (the ωB97M-V functional and the def2-TZVPD basis) for 3 unconnected molecules or ions with the total composition C25H48N2O8.

```
83
Properties=species:S:1:pos:R:3
C 2.248 -2.108 -2.450
C 3.484 -1.252 -3.137
C 2.842 -0.332 -4.328
O 3.055 1.114 -4.202
C 2.712 1.635 -2.874
C 1.312 1.825 -2.340
C 0.007 1.395 -3.232
C -1.450 1.657 -2.459
C -2.503 0.581 -3.167
C -3.831 0.261 -2.248
O -4.980 0.899 -2.929
C 1.244 2.494 -0.811
O 0.331 3.385 -0.414
C 2.406 2.106 0.328
C 3.796 1.913 -0.251
C 4.008 2.056 -1.904
O 5.195 2.476 -2.405
H 2.129 -3.120 -3.072
H 1.216 -1.557 -2.549
H 2.488 -2.440 -1.339
H 4.166 -0.688 -2.373
H 4.184 -2.071 -3.651
H 1.713 -0.654 -4.483
H 3.392 -0.662 -5.334
H 0.064 0.209 -3.353
H 0.051 1.914 -4.282
H -1.830 2.765 -2.573
H -1.359 1.334 -1.314
H -2.826 1.053 -4.214
H -2.011 -0.452 -3.424
H -3.671 0.606 -1.141
H -4.015 -0.914 -2.320
H -4.974 0.576 -3.896
H 2.153 2.042 1.469
H 4.684 1.671 0.484
C 2.303 4.789 7.685
O 1.084 5.320 7.182
C 1.271 6.423 6.289
C 0.919 6.024 4.849
N 1.907 5.094 4.293
C 1.487 4.464 3.036
C 0.230 3.571 3.071
O 0.396 2.364 3.819
C 0.198 2.506 5.219
H 2.064 4.091 8.492
H 2.837 4.238 6.908
H 2.942 5.579 8.090
H 2.284 6.840 6.353
H 0.575 7.205 6.611
H 0.883 6.923 4.222
H -0.080 5.578 4.864
H 2.088 4.358 4.971
H 2.330 3.848 2.700
H 1.350 5.246 2.279
H 0.033 3.253 2.040
H -0.667 4.110 3.392
H -0.551 3.265 5.462
H 1.148 2.730 5.708
H -0.147 1.546 5.613
C -3.729 -4.655 0.708
O -3.071 -5.877 0.396
C -3.736 -6.636 -0.620
C -2.920 -6.635 -1.921
N -2.930 -5.316 -2.561
C -1.955 -5.176 -3.648
C -0.462 -5.315 -3.287
O 0.040 -4.255 -2.470
C -0.197 -4.421 -1.078
H -3.271 -4.242 1.610
H -3.605 -3.930 -0.099
H -4.793 -4.818 0.904
H -4.762 -6.289 -0.791
H -3.795 -7.665 -0.250
H -3.344 -7.372 -2.615
H -1.900 -6.947 -1.673
H -2.729 -4.606 -1.861
H -2.107 -4.177 -4.075
H -2.201 -5.895 -4.438
H 0.102 -5.255 -4.226
H -0.217 -6.291 -2.856
H -0.186 -5.470 -0.773
H -1.141 -3.948 -0.803
H 0.595 -3.898 -0.534
```

Kohn-Sham gap: 7.16 eV


[2]
Density functional theory data (the ωB97M-V functional and the def2-TZVPD basis) for 5 unconnected molecules or ions with the total composition C12H21Cl9O6.

```
48
Properties=species:S:1:pos:R:3
C 5.442 -12.979 17.968
Cl 5.524 -14.579 18.763
Cl 4.867 -11.810 19.192
Cl 4.202 -13.132 16.641
H 6.436 -12.597 17.585
C 6.080 -8.668 14.315
Cl 4.463 -7.842 14.116
Cl 6.160 -9.664 15.730
Cl 7.278 -7.454 14.324
H 6.236 -9.253 13.431
C 5.668 -4.157 14.078
Cl 6.662 -3.244 15.243
Cl 6.371 -4.355 12.459
Cl 4.152 -3.338 13.894
H 5.452 -5.143 14.539
C 8.811 -9.849 11.366
O 8.532 -9.872 12.748
C 9.100 -10.952 13.458
C 8.225 -12.234 13.744
O 7.711 -12.830 12.604
C 7.215 -14.163 12.953
C 8.281 -15.120 13.434
O 9.260 -15.340 12.474
C 10.560 -15.072 12.941
H 8.701 -8.828 11.022
H 8.208 -10.488 10.712
H 9.866 -10.093 11.267
H 9.485 -10.535 14.377
H 9.958 -11.314 12.841
H 7.388 -11.960 14.495
H 8.852 -12.832 14.385
H 6.887 -14.599 12.018
H 6.310 -14.071 13.585
H 7.756 -16.072 13.675
H 8.689 -14.789 14.410
H 11.160 -15.489 12.162
H 10.824 -15.513 13.939
H 10.726 -13.963 13.056
C 9.604 -8.315 17.937
C 8.227 -8.272 18.531
O 7.954 -9.706 18.618
C 8.682 -10.276 17.612
O 8.389 -11.321 17.074
O 9.547 -9.446 17.124
H 10.464 -8.336 18.656
H 9.773 -7.476 17.256
H 7.455 -7.802 17.898
H 8.143 -7.952 19.562
```

Kohn-Sham gap: 9.98 eV
energy above the lowest of the compared OMol25 structures with the same formula, charge and spin: 0.0 kcal/mol


[3]
Density functional theory data (the ωB97M-V functional and the def2-TZVPD basis) for a single C4H10S2 molecule.

```
16
Properties=species:S:1:pos:R:3
C 0.405 -2.211 0.452
C -0.233 -3.494 1.071
C -0.498 -0.990 0.681
S 0.411 0.578 0.680
S 0.502 1.519 -1.041
C -0.916 2.643 -1.269
H 1.433 -2.184 0.814
H 0.433 -2.330 -0.626
H -0.201 -4.363 0.409
H 0.384 -3.763 1.932
H -1.261 -3.282 1.356
H -1.322 -0.940 -0.016
H -0.877 -1.095 1.709
H -1.791 2.278 -0.730
H -0.635 3.632 -0.929
H -1.133 2.584 -2.330
```

Kohn-Sham gap: 9.54 eV
energy above the lowest of the compared OMol25 structures with the same formula, charge and spin: 15.1 kcal/mol


[4]
Density functional theory data (the ωB97M-V functional and the def2-TZVPD basis) for 2 unconnected molecules or ions with the total composition C6H14O.

```
21
Properties=species:S:1:pos:R:3
C -2.442 0.768 -1.146
C -2.080 -0.995 0.970
C -0.857 -1.448 0.704
C 0.403 -0.751 1.137
C 1.248 -0.154 0.009
O 2.380 0.442 0.600
C 3.229 1.046 -0.340
H -3.485 0.700 -0.808
H -2.391 0.643 -2.225
H -2.021 1.722 -0.819
H -2.244 -0.056 1.499
H -2.973 -1.456 0.555
H -0.761 -2.345 0.089
H -1.833 -0.029 -0.712
H 1.038 -1.457 1.684
H 0.148 0.060 1.828
H 1.560 -0.933 -0.708
H 0.676 0.601 -0.559
H 3.615 0.316 -1.070
H 4.072 1.478 0.206
H 2.718 1.850 -0.895
```

Kohn-Sham gap: 10.37 eV
energy above the lowest of the compared OMol25 structures with the same formula, charge and spin: 49.6 kcal/mol